This record from the OMol25 dataset describes a gas-phase ion, C8H17N2Si (charge +1) at a distorted geometry. The level of theory is ωB97M-V/def2-TZVPD.

Highest occupied orbital energy (alpha / beta) (eV): -8.9 / -14.1
Total charge: +1
Spin multiplicity: 3
Frontier orbital gap (alpha / beta) (eV): 6.080 / 6.998
Energy (eV): -19419.101

XYZ file:
```
28
Properties=species:S:1:pos:R:3:forces:R:3:mulliken_charge:R:1
Si -0.6942 0.2525 0.2815 -0.82 0.54 0.02 0.0539
N 0.1598 -0.4070 -1.2443 -4.91 -2.81 1.92 0.1182
N 1.6582 -0.7709 -2.7749 2.43 -2.74 -3.28 -0.1897
C 1.1534 0.1456 -1.8846 3.42 4.17 -1.01 0.5917
C 0.0041 -1.6620 -1.7468 -4.86 1.42 2.96 0.0034
C -0.4481 2.0828 0.6488 -1.00 0.20 0.64 -1.2595
C 1.7576 1.4679 -1.8182 2.98 -1.82 -0.25 -1.2629
C 0.3399 -0.9608 1.2686 -2.35 1.20 2.55 -0.3849
C -0.1768 -1.4629 2.6516 -0.29 1.09 -1.38 -1.3363
C -2.5669 0.1824 0.1466 0.57 1.47 -2.49 -1.2634
C 0.8810 -1.9153 -2.7435 2.76 2.76 -0.82 -0.6484
H -1.1240 -2.0417 2.5333 0.40 1.05 0.38 0.2778
H 0.3124 -1.8019 0.6954 0.50 -2.27 -1.94 0.3765
H 2.2482 -0.4555 -3.5558 -0.64 -0.57 0.39 0.2795
H -0.6867 2.9877 0.0886 -0.08 -0.61 -1.05 0.4265
H 0.5480 2.2204 0.9544 1.45 0.33 0.71 0.4369
H -1.1083 2.3258 1.5259 0.64 -0.81 -0.27 0.3800
H 1.3145 -0.5504 1.3425 1.17 0.22 -0.01 0.4159
H 1.0945 2.2123 -1.9739 -2.29 2.71 -0.65 0.3566
H 1.0809 -2.6531 -3.4192 -0.03 -2.12 -1.28 0.5202
H -0.1545 -0.5606 3.2560 -0.81 -0.42 0.77 0.3618
H 2.2547 1.6972 -0.8904 0.18 0.00 0.88 0.2768
H -3.1146 -0.6660 0.3163 -0.90 -2.76 0.17 0.4985
H -3.0901 0.8511 0.7863 0.23 1.07 0.95 0.4070
H 2.6130 1.5598 -2.5501 -1.14 -0.18 0.47 0.3622
H -2.9153 0.5632 -0.8787 0.77 -0.57 1.10 0.3514
H 0.5216 -2.1541 3.0307 0.95 -0.76 0.65 0.4477
H -0.9660 -2.1866 -1.4937 1.65 0.21 -0.14 0.4026
```
Positions in Å, forces in eV/Å.



This record from the OMol25 dataset describes 2 unconnected molecules or ions with the total composition C8H17N4OS at a distorted geometry. The level of theory is ωB97M-V/def2-TZVPD.

Highest occupied orbital energy (alpha / beta) (eV): -13.6 / -13.6
Total charge: +1
Frontier orbital gap (alpha / beta) (eV): 7.189 / 7.183
Energy (eV): -27401.827

XYZ file:
```
31
Properties=species:S:1:pos:R:3:forces:R:3:mulliken_charge:R:1
S -3.9987 0.5201 -1.8741 2.05 -0.78 1.69 0.2537
O -2.6480 0.1258 1.2364 -1.18 0.10 0.06 -0.5018
N -0.1609 1.6275 -1.8290 0.22 -0.41 -1.25 -0.5598
N -0.4368 0.1900 1.0603 1.98 -0.40 0.45 -0.3799
N -0.6575 0.2913 -1.6903 0.80 1.39 4.98 0.6703
N -1.7712 0.0416 -0.8489 -3.80 0.19 -2.13 -0.5892
C 2.6315 1.0845 0.5691 -3.93 1.67 -3.65 -1.6746
C 0.5488 -0.2269 0.3741 0.61 1.26 -1.31 0.2335
C 1.9329 -0.2746 0.9039 -0.12 3.25 2.78 1.7530
C 2.6341 -1.5695 0.5317 -2.99 1.53 -1.42 -1.8097
C -5.0134 -0.5580 -0.8733 0.72 1.21 1.06 -0.8421
C 1.8258 -0.0022 2.4773 2.33 -3.84 -0.50 -1.6115
C -1.6934 0.1623 0.5309 -0.41 0.04 -0.66 0.4036
C 0.4581 -0.5281 -1.1412 0.98 0.76 0.70 -0.9615
H 1.2022 -0.8224 2.8175 0.29 -0.27 0.89 0.4659
H -6.0281 -0.4422 -1.1516 -1.18 0.42 -1.02 0.3931
H 3.5513 -1.4689 0.9303 3.21 -0.53 1.86 0.5855
H 0.3619 -1.5807 -1.1527 -1.04 -1.22 -0.79 0.3394
H 3.6078 0.9609 0.7240 3.97 -0.18 1.45 0.6070
H 2.6810 1.3310 -0.5687 -0.53 -0.36 1.47 0.2980
H 2.8339 0.0850 3.0291 -1.38 -0.68 -1.14 0.3108
H 2.1728 2.0284 1.0856 0.93 -2.04 -0.80 0.3237
H -0.8265 2.2154 -2.2976 -0.54 0.06 -0.16 0.3210
H -0.8954 0.0299 -2.5632 -1.15 -1.48 -3.85 0.3812
H 2.8359 -1.5515 -0.5555 -0.58 -0.78 0.32 0.3604
H 1.3250 0.8396 2.7389 -1.61 2.62 0.18 0.4819
H 1.3182 -0.2808 -1.7768 0.04 0.12 0.74 0.4571
H 1.9550 -2.3066 0.9802 0.92 -0.65 -0.61 0.3995
H 0.0725 2.0170 -0.9506 0.22 0.23 1.22 0.2221
H -5.0466 -0.3801 0.1882 0.44 1.03 0.40 0.3350
H -4.7723 -1.5579 -0.9042 0.72 -2.28 -0.94 0.3344
```
Positions in Å, forces in eV/Å.



This record from the OMol25 dataset describes C8H17N4P in the gas phase at a distorted geometry. The level of theory is ωB97M-V/def2-TZVPD.

Highest occupied orbital energy (eV): -8.0
Frontier orbital gap (eV): 8.916
Energy (eV): -23820.035

XYZ file:
```
30
Properties=species:S:1:pos:R:3:forces:R:3:mulliken_charge:R:1
P 1.0283 0.1334 0.1848 -2.38 -0.13 0.43 -0.1872
N 0.9973 1.0089 -1.2468 -0.05 0.05 0.36 0.3610
N -1.6621 0.5354 1.7849 -0.36 -0.22 -0.18 0.1866
N -1.9952 -0.5952 -0.0827 0.23 -0.19 -0.35 -0.4216
N 1.1816 -1.4326 -0.5024 -0.10 0.08 0.29 0.2197
C -3.1906 -0.3969 0.5328 -0.27 0.14 0.30 -0.7220
C 2.4907 -1.6692 -1.0928 -0.03 -0.05 -0.04 -1.0893
C 0.1290 0.6429 -2.3451 -0.09 -0.11 -0.14 -1.0348
C -1.1085 -0.0318 0.6930 3.56 0.06 -1.11 0.2218
C 0.7716 -2.5435 0.3349 -0.23 -0.03 0.07 -0.9949
C 1.2921 2.4239 -1.1737 0.14 0.05 0.04 -1.0264
C -3.0093 0.3022 1.6915 -0.36 -0.02 0.01 -0.2990
C -0.9888 1.2323 2.8396 0.19 0.30 0.38 -0.9441
H 3.2731 -1.8416 -0.3417 0.02 0.03 0.04 0.3382
H -0.2310 -2.3464 0.7128 0.05 -0.16 0.00 0.3023
H -0.1506 -0.4022 -2.2360 -0.04 0.03 -0.13 0.3469
H 0.6494 0.7938 -3.2954 -0.03 -0.01 -0.02 0.3262
H 2.7722 -0.8221 -1.7083 0.10 0.07 -0.12 0.3398
H 1.9013 2.6192 -0.2891 0.00 0.08 -0.07 0.3175
H 1.8525 2.7319 -2.0626 -0.03 0.03 0.06 0.3123
H 0.3805 3.0329 -1.1154 0.03 -0.03 0.00 0.2926
H -0.7837 1.2482 -2.3429 -0.01 0.00 0.00 0.3358
H -1.2887 0.8310 3.8105 0.07 0.03 -0.07 0.3483
H 0.0854 1.1034 2.7128 -0.07 0.03 0.06 0.3311
H -1.2260 2.2995 2.8140 0.05 -0.07 0.02 0.3027
H 1.4507 -2.7231 1.1817 0.02 0.01 -0.02 0.3235
H -3.6983 0.6438 2.4374 -0.13 0.06 0.15 0.4257
H 2.4313 -2.5576 -1.7244 0.02 0.01 -0.04 0.3524
H 0.7454 -3.4474 -0.2786 -0.02 0.00 0.07 0.3117
H -4.0996 -0.7731 0.1072 -0.26 -0.02 0.00 0.4231
```
Positions in Å, forces in eV/Å.



This record from the OMol25 dataset describes a gas-phase ion, C8H17N4S (charge +1) at a distorted geometry. The level of theory is ωB97M-V/def2-TZVPD.

Highest occupied orbital energy (eV): -12.5
Total charge: +1
Frontier orbital gap (eV): 8.750
Energy (eV): -25360.178

XYZ file:
```
30
Properties=species:S:1:pos:R:3:forces:R:3:mulliken_charge:R:1
S 3.0966 -1.9682 -0.7817 0.46 -1.19 0.09 0.0093
N -0.3738 -0.2224 -0.4399 -0.35 0.09 -0.65 -0.0955
N 0.5627 -2.3790 -0.1881 0.08 0.77 1.36 -0.2413
N 2.0346 -2.6285 1.6651 0.35 -1.53 0.45 -0.1433
N 0.9661 -0.6090 1.3375 -0.43 0.13 0.52 -0.4324
C 0.4437 -1.0176 0.1834 -0.65 -2.76 -0.11 0.3258
C -3.3272 2.9057 -1.0309 1.03 3.55 -0.34 -1.1949
C -0.6293 1.1054 0.0326 -1.09 1.39 0.08 -0.8064
C 1.5579 -1.4804 2.1071 1.41 0.80 -0.52 -0.1540
C 3.6964 -3.2312 -1.9994 -0.12 -1.08 1.00 -0.7671
C 1.8339 -2.9538 0.2522 0.99 2.73 -0.21 -0.3624
C -2.6491 2.8321 0.3390 0.15 -0.17 1.33 -0.4164
C -2.0355 1.4030 0.6328 -0.34 1.66 -1.05 -0.6885
H -2.6394 2.8297 -1.8592 0.36 -0.97 -0.32 0.3319
H -2.7451 0.7146 0.2552 -0.72 -1.01 -0.49 0.3491
H 4.6889 -3.6940 -1.5923 -2.11 0.54 -0.98 0.2682
H -0.7283 -0.3620 -1.3711 0.09 -0.86 -0.06 0.2917
H -3.6718 3.9821 -1.2929 -0.02 -1.64 0.96 0.3160
H 3.8827 -2.6456 -2.9019 0.07 -0.31 0.06 0.3415
H 0.4188 -2.6098 -1.1515 -0.43 0.11 -0.46 0.3200
H 2.6655 -3.2548 2.2322 -1.17 1.18 -0.81 0.2959
H 2.8153 -3.9745 -2.1981 1.99 1.14 0.30 0.2694
H 1.8612 -1.0856 3.0694 -0.15 -0.60 0.35 0.4371
H -2.1301 1.3662 1.6982 0.86 -0.66 0.75 0.3384
H 0.0748 1.2923 0.7623 1.35 0.34 1.73 0.3930
H -3.4986 2.9929 1.0611 0.91 -0.39 -0.35 0.2961
H 1.9423 -4.0008 0.1338 -0.22 -0.89 -0.50 0.4684
H -1.8735 3.5854 0.7132 -1.01 -0.56 -1.34 0.3386
H -0.2585 1.7388 -0.7586 -0.80 0.68 -0.54 0.5708
H -4.1534 2.2329 -1.0663 -0.48 -0.48 -0.26 0.3408
```
Positions in Å, forces in eV/Å.



What did the first record say?
This record from the OMol25 dataset describes a gas-phase ion, C8H17N2Si (charge +1) at a distorted geometry. The level of theory is ωB97M-V/def2-TZVPD.

Highest occupied orbital energy (alpha / beta) (eV): -8.9 / -14.1
Total charge: +1
Spin multiplicity: 3
Frontier orbital gap (alpha / beta) (eV): 6.080 / 6.998
Energy (eV): -19419.101

XYZ file:
```
28
Properties=species:S:1:pos:R:3:forces:R:3:mulliken_charge:R:1
Si -0.6942 0.2525 0.2815 -0.82 0.54 0.02 0.0539
N 0.1598 -0.4070 -1.2443 -4.91 -2.81 1.92 0.1182
N 1.6582 -0.7709 -2.7749 2.43 -2.74 -3.28 -0.1897
C 1.1534 0.1456 -1.8846 3.42 4.17 -1.01 0.5917
C 0.0041 -1.6620 -1.7468 -4.86 1.42 2.96 0.0034
C -0.4481 2.0828 0.6488 -1.00 0.20 0.64 -1.2595
C 1.7576 1.4679 -1.8182 2.98 -1.82 -0.25 -1.2629
C 0.3399 -0.9608 1.2686 -2.35 1.20 2.55 -0.3849
C -0.1768 -1.4629 2.6516 -0.29 1.09 -1.38 -1.3363
C -2.5669 0.1824 0.1466 0.57 1.47 -2.49 -1.2634
C 0.8810 -1.9153 -2.7435 2.76 2.76 -0.82 -0.6484
H -1.1240 -2.0417 2.5333 0.40 1.05 0.38 0.2778
H 0.3124 -1.8019 0.6954 0.50 -2.27 -1.94 0.3765
H 2.2482 -0.4555 -3.5558 -0.64 -0.57 0.39 0.2795
H -0.6867 2.9877 0.0886 -0.08 -0.61 -1.05 0.4265
H 0.5480 2.2204 0.9544 1.45 0.33 0.71 0.4369
H -1.1083 2.3258 1.5259 0.64 -0.81 -0.27 0.3800
H 1.3145 -0.5504 1.3425 1.17 0.22 -0.01 0.4159
H 1.0945 2.2123 -1.9739 -2.29 2.71 -0.65 0.3566
H 1.0809 -2.6531 -3.4192 -0.03 -2.12 -1.28 0.5202
H -0.1545 -0.5606 3.2560 -0.81 -0.42 0.77 0.3618
H 2.2547 1.6972 -0.8904 0.18 0.00 0.88 0.2768
H -3.1146 -0.6660 0.3163 -0.90 -2.76 0.17 0.4985
H -3.0901 0.8511 0.7863 0.23 1.07 0.95 0.4070
H 2.6130 1.5598 -2.5501 -1.14 -0.18 0.47 0.3622
H -2.9153 0.5632 -0.8787 0.77 -0.57 1.10 0.3514
H 0.5216 -2.1541 3.0307 0.95 -0.76 0.65 0.4477
H -0.9660 -2.1866 -1.4937 1.65 0.21 -0.14 0.4026
```
Positions in Å, forces in eV/Å.